[1]
The ion C5H10N3O5P with charge -2. Source: OMol25; level of theory: wB97M-V/def2-TZVPD.

Element x y z (Å)
N: 1.48659 0.01345 -0.41474
N: 0.66068 2.30375 -0.24711
C: -3.71067 0.07049 -0.19087
H: 0.98823 2.28362 -1.19883
C: -2.35303 0.24380 0.54463
H: -1.13289 -2.14793 -0.66446
C: 0.96468 -1.35774 -0.31850
H: -0.77351 -1.79310 0.86967
H: -2.51402 -0.51404 1.42189
O: 3.98833 -0.60739 -1.08837
O: 3.53261 1.54301 0.14250
O: 3.41120 -0.59749 1.40956
N: -1.15573 -0.00724 -0.24885
O: -3.82431 -0.22785 -1.39125
H: 0.42906 0.95857 1.36253
H: 1.19369 -1.68901 -1.27062
C: -0.63329 -1.35184 -0.13891
H: -2.44892 1.19666 1.02562
H: -1.29486 0.17115 -1.19731
H: 1.41607 -2.07082 0.40404
C: 0.73552 1.18271 0.31058
P: 3.18036 -0.02463 0.00165
H: 2.62389 2.16273 0.35864
O: -4.76969 0.25914 0.51850

Atomic forces in eV per Å
N -0.53 1.99 2.00
N -0.12 1.38 0.93
C -3.32 0.26 0.40
H 0.26 -0.37 -0.39
C -1.64 -2.28 0.54
H -0.19 -0.02 -1.35
C -2.15 0.61 0.69
H -0.12 1.06 0.05
H 0.89 1.18 -1.52
O -0.08 -0.30 -1.00
O -3.54 3.53 0.33
O -0.99 0.27 -1.46
N -0.19 -1.34 2.46
O 1.76 -0.20 -0.70
H 0.33 0.54 -0.88
H 0.41 -1.35 -1.95
C 1.91 -0.51 1.88
H 0.61 0.87 0.06
H -0.71 0.68 -1.75
H -0.02 0.88 -0.01
C 0.83 -3.77 -0.74
P 1.10 -0.55 2.92
H 3.68 -2.65 -0.92
O 1.85 0.07 0.40

Results
- Kohn-Sham gap (eV) = 8.0
- highest occupied orbital energy (eV) = -1.93
- structure (SMILES) = [H]/N=C\N(CCNCC(=O)[O-])[P@@](=O)([O-])O
- charge = -2
- energy relative to the best compared isomer or geometry (same formula, charge and spin) (eV) = 0.356
- LUMO level (eV) = 6.1

Atomic partial charges in e from the Mulliken method, atoms 1 to 5: atom 1 (N): -0.025, atom 2 (N): -0.817, atom 3 (C): 0.466, atom 4 (H): 0.300, atom 5 (C): -0.738

***

[2]
The molecule C8H9NO. Source: OMol25; level of theory: wB97M-V/def2-TZVPD.

Element x y z (Å)
H: 3.33349 -0.64912 -1.34313
H: -3.37692 -1.67201 0.34451
H: -1.05973 -2.21360 0.34867
C: -1.26941 -1.35446 0.15046
H: -2.17296 2.50114 -0.38488
H: 1.02243 -1.67468 0.57084
H: 4.12936 -0.98030 0.32884
N: 1.06245 -0.81900 -0.24810
C: -0.27324 -0.33630 -0.12743
H: 4.10371 0.61930 -0.72758
H: 0.15904 1.69451 -0.55775
C: -1.96597 1.34772 -0.29940
C: 3.43446 -0.30408 -0.47892
C: -2.69066 -0.93990 0.17234
O: 2.06616 1.01863 0.94860
C: -0.66936 0.95391 -0.28887
H: -4.15390 0.80025 -0.05358
C: 2.12598 0.12992 0.12053
C: -3.01697 0.36295 0.02162

Atomic forces in eV per Å
H -0.98 -4.12 -6.99
H -1.96 -1.82 0.47
H 2.60 -10.00 2.03
C -3.87 13.01 -2.63
H 0.09 -2.61 -0.01
H 1.05 2.88 -3.14
H -2.24 1.72 -2.44
N -0.45 -1.41 3.42
C -1.99 -4.06 0.98
H -1.15 -1.25 1.10
H -1.43 -0.88 0.58
C -2.69 0.76 1.28
C 4.19 3.87 7.83
C 4.82 0.24 -0.07
O -0.73 -0.79 -1.41
C 2.33 2.45 -1.56
H 2.96 -1.50 0.46
C 0.92 -0.80 1.84
C -1.49 4.31 -1.75

Results
- Kohn-Sham gap (eV) = 8.8
- highest occupied orbital energy (eV) = -8.44
- structure (SMILES) = CC(=O)Nc1ccccc1
- energy relative to the best compared isomer or geometry (same formula, charge and spin) (eV) = 3.944
- LUMO level (eV) = 0.3

Atomic partial charges in e from the Mulliken method, atoms 1 to 5: atom 1 (H): 0.499, atom 2 (H): 0.464, atom 3 (H): 0.626, atom 4 (C): -0.837, atom 5 (H): 0.243

***

[3]
A cluster of 10 separate species, H20O10 in total. Source: OMol25; level of theory: wB97M-V/def2-TZVPD.

Element x y z (Å)
H: -1.50564 0.97955 2.07974
H: -3.64901 0.94711 0.44922
H: 0.70858 3.50212 -1.05747
O: 0.22306 -2.70317 -2.67722
H: -1.33768 -2.64431 1.95070
O: 3.59559 1.16096 -1.63473
O: -1.16656 -1.01350 -0.19433
H: 2.24856 -1.13614 -0.39227
H: -2.97803 2.51472 0.28131
O: -0.88014 -2.81371 2.76589
H: 1.91664 -1.12162 1.99851
H: 3.85430 1.89812 -1.06061
H: -1.44793 -1.44170 0.64011
H: 2.22217 0.36839 2.06772
H: -2.25254 0.51096 -2.44304
H: 0.19228 -1.87668 -2.20268
O: -3.08059 0.81467 -2.23473
O: 0.88835 3.41373 -0.05272
O: 1.80916 -1.22035 -1.24613
H: 1.86742 3.09994 -0.08977
H: -3.59888 0.78367 -2.95606
H: 3.21298 0.40703 -1.10087
H: 0.42432 -3.36226 -1.99866
H: -1.43914 -2.09103 3.31605
H: -0.44874 1.77811 2.75257
H: 1.45098 -0.30732 -1.40698
O: -3.15873 1.76079 0.88524
O: -0.55898 0.84743 2.41654
O: 2.56316 -0.60766 1.87026
H: -1.31513 0.07778 -0.01203

Atomic forces in eV per Å
H 1.56 -0.49 0.34
H 1.55 3.13 0.56
H 0.27 -0.14 2.46
O -0.52 -0.90 -0.56
H -0.04 -0.61 -0.99
O -0.66 -0.62 0.59
O -0.88 4.23 1.00
H -0.13 -0.17 0.45
H -0.57 -1.34 0.03
O -2.16 2.96 2.39
H -8.23 -6.21 1.77
H -0.09 -0.69 0.05
H 0.30 0.78 -0.75
H 0.88 -3.47 -0.60
H 3.00 -1.33 -0.92
H 0.08 0.02 0.40
O -0.37 1.54 4.95
O 2.23 -0.69 -2.76
O 0.08 1.82 -0.03
H -2.54 0.79 0.26
H -2.66 -0.24 -3.95
H 0.98 1.43 -0.70
H 0.00 0.37 -0.20
H 2.27 -2.50 -1.24
H 0.32 -1.31 -0.31
H 0.36 -1.28 0.22
O -0.80 -1.99 -0.62
O -2.00 1.94 -0.09
O 7.17 9.63 -1.32
H 0.59 -4.66 -0.42

Results
- Kohn-Sham gap (eV) = 10.1
- highest occupied orbital energy (eV) = -10.37
- structure (SMILES) = O.O.O.O.O.O.O.O.O.O
- energy relative to the best compared isomer or geometry (same formula, charge and spin) (eV) = 5.642
- LUMO level (eV) = -0.3

Atomic partial charges in e from the Mulliken method, atoms 1 to 5: atom 1 (H): 0.289, atom 2 (H): 0.332, atom 3 (H): 0.329, atom 4 (O): -0.619, atom 5 (H): 0.273

***

[4]
The ion C5H4N with charge +1. Source: OMol25; level of theory: wB97M-V/def2-TZVPD.

Element x y z (Å)
H: 1.67419 0.23546 0.53046
N: 1.38236 -0.86522 -3.10742
C: 0.14700 -0.01256 -1.12880
C: 0.59916 -0.13188 -2.47410
C: -0.72852 0.58619 -0.28585
C: -0.57555 -0.06171 1.04225
H: -1.26521 -0.94300 1.32482
C: 0.69503 -0.16891 0.25835
H: -0.56420 0.49823 1.89702
H: 0.15036 0.69918 -3.13172

Atomic forces in eV per Å
H -0.05 -0.39 0.11
N 0.02 -0.45 1.02
C 0.58 -0.94 3.34
C -0.57 2.34 -2.60
C 0.42 -0.61 -0.54
C -1.34 -2.30 -0.49
H 1.35 0.89 -1.31
C -1.05 0.38 -2.09
H 0.33 1.99 1.96
H 0.30 -0.91 0.60

Results
- Kohn-Sham gap (spin up / spin down) (eV) = 7.1 / 10.2
- highest occupied orbital energy (spin up / spin down) (eV) = -15.24 / -16.27
- charge = +1
- energy relative to the best compared isomer or geometry (same formula, charge and spin) (eV) = 3.833
- LUMO level (spin up / spin down) (eV) = -8.2 / -6.1

Atomic partial charges in e from the Mulliken method, atoms 1 to 5: atom 1 (H): 0.301, atom 2 (N): -0.271, atom 3 (C): 0.562, atom 4 (C): -0.064, atom 5 (C): -0.002

***

[5]
A cluster of 8 separate species, C15H46O15 in total. Source: OMol25; level of theory: wB97M-V/def2-TZVPD.

Element x y z (Å)
H: 2.89552 -5.10161 -6.09340
C: 1.61351 5.98167 1.86400
C: -4.22387 -4.40664 4.03865
H: 2.75498 -4.46505 3.63635
C: -0.09665 0.36716 0.38069
H: 2.47612 -1.02984 -8.64793
H: 1.54321 8.74657 2.06801
H: 0.91376 1.96706 0.40495
H: 1.17928 6.06826 0.86798
H: -0.64146 0.86058 7.79488
H: -0.12970 -2.61680 0.68545
C: 2.74380 -0.68001 -7.65090
H: -4.48926 -2.13139 5.17562
H: -5.00329 -4.87767 4.63760
C: -3.23537 -3.50973 4.82072
O: -3.04424 2.11132 6.78953
H: 3.63296 -6.06166 -4.93314
C: -1.85372 2.75199 6.31151
H: 2.18547 -5.29307 -3.20608
H: 0.22421 0.24783 1.41553
H: 0.67556 -5.60742 2.96542
O: 1.18480 -4.98687 2.43893
H: -1.16738 0.56489 0.33024
O: -0.00086 1.43744 7.37242
O: 3.93420 0.17213 -7.72844
H: 3.02950 7.50546 1.34097
H: 2.99690 -4.09683 1.89786
H: 1.36142 -1.32049 -0.23761
H: 2.69292 -2.88727 -4.30599
O: 1.80740 -0.10879 -5.39433
C: 0.33943 -0.94835 -0.30944
H: -1.52757 3.47628 7.05793
H: -0.99994 3.25683 -3.01010
C: 2.54281 7.12854 2.24051
H: -5.46552 3.99755 -2.24160
H: -3.32924 4.43974 -1.73385
C: -3.61528 3.69414 -2.47570
O: 1.83317 -6.83387 -5.47176
C: 1.60064 -0.12671 -6.81216
H: 2.90071 4.68767 2.60768
H: -3.60827 -5.28372 3.83898
H: 3.05511 -5.72170 2.39635
H: 0.88584 6.01024 2.67505
H: 4.41539 0.04474 -6.90758
O: -4.95030 3.42811 -2.81769
H: 2.09624 -6.93667 -6.38928
H: 1.11088 0.45597 -5.05155
H: -2.00610 3.43804 5.47831
H: -4.08666 -3.18244 2.42972
H: -2.52352 4.91196 -3.97730
O: 0.45408 1.44232 -0.25456
O: -4.61862 -3.91421 2.75086
H: 0.73573 -0.74605 -7.04972
H: 3.16920 -1.55115 -7.15266
O: -3.87236 -2.62481 5.72115
C: 2.54609 -4.78295 2.61488
H: -3.20692 3.58374 -4.58022
O: -0.60306 -1.98050 0.14448
H: -3.18707 2.88118 -1.88933
O: -1.50046 3.04758 -3.80212
O: 1.78983 8.19802 2.81625
C: 2.64892 -5.67697 -5.20105
C: -0.66968 1.80645 6.14795
H: 1.37529 0.90648 -7.07642
H: 3.20917 6.80146 3.03869
C: -2.66452 3.87280 -3.68003
H: -1.03516 0.96774 5.55541
H: 0.11249 -0.87558 -1.37307
H: -2.96761 1.89362 7.72137
H: 0.13096 2.21612 5.53210
O: 3.08179 -3.67220 -3.91322
H: -2.55154 -2.98670 4.15221
C: 2.22850 -4.68552 -4.11003
O: 2.24928 4.73192 1.90392
H: -2.71632 -4.15201 5.53216
H: 1.23446 -4.23835 -4.11499

Atomic forces in eV per Å
H -0.55 0.08 -0.51
C 0.21 0.04 1.21
C 2.48 -0.36 -0.85
H 0.33 0.12 -0.01
C 0.09 -1.94 0.33
H -0.27 0.62 0.01
H -0.25 0.31 0.22
H 0.17 0.28 -0.26
H -0.17 0.18 0.19
H 0.21 -0.27 0.49
H 0.04 -0.08 0.06
C 2.07 0.08 1.54
H -0.27 0.41 0.26
H -0.65 1.02 -0.11
C -1.36 -0.92 0.98
O 0.16 0.12 -1.03
H 0.22 0.11 0.54
C 0.95 0.62 1.83
H 0.10 -0.11 0.39
H -0.17 0.37 0.31
H 1.01 -0.11 0.38
O -1.75 1.26 -1.51
H -0.29 -1.10 0.20
O -1.23 0.00 -0.77
O -1.18 0.00 -0.46
H 0.71 -0.17 0.25
H -0.77 0.39 -0.02
H 0.12 0.59 0.50
H 0.31 0.23 0.01
O 0.59 -0.60 -0.45
C -2.52 -0.78 -0.40
H 0.05 0.12 0.44
H 0.62 -0.33 0.05
C -0.66 0.38 -0.32
H -0.44 -0.09 -0.14
H -1.32 1.13 -0.14
C 2.96 -1.06 0.38
O 0.21 1.44 -0.10
C -0.35 0.38 -0.46
H -0.05 0.16 0.13
H 0.28 -0.33 -0.28
H 0.41 -0.16 0.35
H -0.71 0.03 -0.35
H -0.04 0.08 0.05
O 0.20 0.92 0.35
H -0.56 -0.81 -0.19
H 0.04 0.02 0.25
H -0.61 -0.84 -0.56
H 0.29 -0.05 0.37
H 0.82 0.41 0.79
O 1.60 1.92 -0.56
O -1.13 -0.13 0.69
H -0.26 -0.07 0.00
H -0.66 -0.59 0.16
O -0.30 0.68 -0.43
C 0.73 -1.43 0.77
H -0.60 -0.41 0.17
O 0.74 0.47 -0.01
H -0.17 -1.02 -0.34
O -0.42 0.88 1.22
O 0.08 0.00 -0.40
C 1.00 0.48 -0.08
C 0.36 0.15 -0.81
H 0.04 -0.01 -0.59
H 0.37 -0.07 -0.31
C -1.59 -0.50 -2.33
H 0.06 -0.61 0.35
H 0.23 0.29 -0.14
H 0.22 0.19 0.02
H -0.17 0.51 0.02
O 2.40 2.15 -0.09
H 0.17 -0.10 -0.15
C -2.61 -2.83 0.97
O 0.45 -0.91 -0.65
H 0.53 -0.20 -0.50
H -0.55 -0.63 -0.96

Results
- Kohn-Sham gap (eV) = 10.2
- highest occupied orbital energy (eV) = -10.00
- structure (SMILES) = OCCO.OCCO.OCCO.OCCO.OCCO.OCCO.OCCO.CO
- energy relative to the best compared isomer or geometry (same formula, charge and spin) (eV) = 4.581
- LUMO level (eV) = 0.2

Atomic partial charges in e from the Mulliken method, atoms 1 to 5: atom 1 (H): 0.227, atom 2 (C): -0.216, atom 3 (C): -0.360, atom 4 (H): 0.270, atom 5 (C): -0.194

***

[6]
The molecule C14H14FNO3. Source: OMol25; level of theory: wB97M-V/def2-TZVPD.

Element x y z (Å)
C: -2.92513 -0.33898 -0.93776
C: -1.98410 -0.25640 0.08748
H: 5.53710 -1.42863 -0.87213
H: 3.91096 0.45500 -1.69690
H: 4.11722 -3.23381 -0.09530
H: -0.48697 -0.62650 -1.23518
H: 0.91651 2.75283 -1.06944
C: -4.69728 0.14007 0.63771
O: 2.79546 2.81256 0.27125
C: 1.76283 -0.68196 -0.19006
O: 0.43444 -0.18375 1.73776
C: 0.45747 -0.40564 0.54821
C: -3.75150 0.21966 1.64564
C: 2.31930 -2.03263 0.27682
H: -5.74745 0.28967 0.82793
C: 4.07288 0.18973 -0.64588
C: 2.27592 1.80711 -0.12802
C: -2.40752 0.02436 1.38440
C: 2.78021 0.41059 0.15190
O: 1.19164 1.83362 -0.92181
H: 2.25819 -2.08208 1.36892
H: -2.63028 -0.55446 -1.95384
H: 1.70436 -2.84557 -0.11838
H: 1.60765 -0.70094 -1.27196
H: 3.00846 0.35946 1.22079
H: -4.06681 0.43855 2.65400
N: -0.64628 -0.46670 -0.25016
C: 4.52010 -1.23647 -0.56221
H: -1.68082 0.08995 2.17577
F: -5.15802 -0.22365 -1.64653
H: 4.85241 0.85132 -0.26321
C: -4.25836 -0.14034 -0.64286
C: 3.74166 -2.22212 -0.14988

Atomic forces in eV per Å
C -0.13 0.02 0.00
C -0.42 0.07 0.24
H 0.12 -0.14 -0.02
H 0.04 0.08 0.00
H 0.16 -0.09 -0.02
H 0.12 0.07 0.23
H 0.24 -0.06 0.16
C -0.11 -0.02 -0.16
O 0.11 0.04 0.08
C 0.07 -0.01 0.45
O 0.08 0.09 0.28
C 0.09 -0.20 -0.55
C -0.05 -0.03 -0.23
C -0.07 0.11 -0.05
H -0.12 0.01 -0.01
C -0.11 0.04 0.11
C 0.27 0.30 0.24
C 0.26 0.02 0.20
C -0.06 0.01 -0.24
O -0.41 -0.14 -0.38
H -0.09 -0.03 -0.03
H 0.01 -0.03 -0.13
H -0.01 0.00 0.05
H -0.01 0.00 0.02
H -0.06 0.06 -0.09
H -0.02 0.02 0.09
N -0.07 -0.20 -0.39
C 0.11 0.12 -0.13
H 0.00 0.00 0.01
F 0.10 0.01 0.10
H -0.05 0.03 -0.05
C 0.12 0.01 0.11
C -0.08 -0.16 0.07

Results
- Kohn-Sham gap (eV) = 9.2
- highest occupied orbital energy (eV) = -8.79
- structure (SMILES) = O=C(O)[C@@H]1CC=CC[C@H]1C(=O)Nc1cccc(F)c1
- LUMO level (eV) = 0.5

Atomic partial charges in e from the Mulliken method, atoms 1 to 5: atom 1 (C): -0.686, atom 2 (C): 0.557, atom 3 (H): 0.387, atom 4 (H): 0.368, atom 5 (H): 0.408